1.
The following is a quantum chemistry calculation of a structure of composition C28H70F2KNO18S2 in a non-equilibrium geometry, from the Open Molecules 2025 dataset.

```
122
Properties=species:S:1:pos:R:3:forces:R:3
K 4.476699 5.614470 -0.919842 -0.211 -0.239 -0.025
N 2.814966 1.378637 -2.342514 -5.526 3.206 -1.311
S 3.257448 0.023924 -1.931341 6.288 -8.004 0.697
O 3.325458 -0.981541 -3.001647 -1.079 1.209 1.888
O 3.029048 -0.377341 -0.552587 -0.729 0.375 -1.434
F 4.841320 0.302103 -1.879369 0.380 1.124 0.357
S 1.124810 0.962130 -2.399093 -4.358 2.103 0.218
O 0.352022 1.423194 -1.209481 2.599 -0.762 -2.657
O 0.717666 -0.290438 -2.997132 1.223 1.119 1.152
F 0.569457 1.962720 -3.589162 1.333 -0.065 1.174
C -12.418813 1.794098 -2.461876 0.358 0.165 -0.158
O -11.116083 1.410420 -2.041258 0.416 -0.624 -0.134
C -10.035512 1.603084 -2.978051 -1.706 1.779 -0.099
C -8.767188 1.035752 -2.510273 0.416 -1.589 1.799
O -7.692998 1.531926 -3.236982 -0.221 0.430 -0.301
C -6.503772 0.910885 -2.904348 1.936 -0.395 -0.180
H -12.432067 2.635418 -3.154761 0.376 0.033 -0.327
H -12.987955 2.169379 -1.611388 0.156 -0.393 0.275
H -12.938907 0.954124 -2.922358 -0.078 -0.049 -0.026
H -9.901584 2.684772 -2.967051 0.242 0.298 -0.563
H -10.249053 1.298570 -4.002636 -0.369 -0.242 -0.011
H -8.750813 -0.053864 -2.486724 -0.214 -0.436 -0.625
H -8.663178 1.227698 -1.442361 0.129 0.627 0.346
H -6.214118 0.881513 -1.853955 -0.563 0.448 0.484
H -5.677605 1.417120 -3.403632 -0.195 0.280 -0.117
H -6.386490 -0.128507 -3.210983 -0.670 -0.319 -0.343
C -0.268920 12.057703 0.448051 -0.994 -1.080 0.848
O 0.608455 10.930551 0.801137 -0.048 1.510 -0.222
C 0.181328 10.296700 2.023864 -0.446 -0.312 -1.368
C 1.032299 9.041011 2.302087 -0.296 1.111 -1.399
O 1.079206 8.230773 1.078477 -0.365 -0.225 1.134
C -0.058336 7.359895 0.875097 0.370 -0.173 1.123
H -0.075769 12.768949 -0.355012 1.665 -0.518 -0.047
H -0.497115 12.661523 1.326364 0.140 -0.009 0.205
H -1.219179 11.668402 0.082591 -0.317 -0.451 0.328
H -0.837569 9.959506 1.833427 -0.378 0.016 0.270
H 0.157859 11.012264 2.845764 0.214 -0.054 0.233
H 0.666370 8.554836 3.206424 -0.316 -0.498 -0.252
H 2.025665 9.405502 2.563749 0.344 -0.441 -0.530
H -0.018919 6.857677 -0.091501 0.109 0.696 -0.221
H -1.024343 7.824751 1.072164 0.040 0.453 -0.522
H -0.056920 6.530525 1.582366 0.358 -0.127 0.373
C 8.197841 -4.072815 -0.332250 0.310 -0.557 0.282
O 8.312150 -4.347716 1.067949 0.290 0.232 -0.251
C 7.228894 -3.922671 1.810593 -1.916 -0.314 1.836
C 7.357779 -4.023045 3.364999 1.730 1.247 0.205
O 6.190173 -3.692148 4.108910 -0.504 -1.505 -0.797
C 5.240605 -4.775215 4.255534 -0.020 0.606 0.185
H 7.233842 -4.278741 -0.797442 -0.361 -0.515 0.480
H 8.938272 -4.763839 -0.735192 0.012 0.462 -0.510
H 8.361631 -3.029786 -0.603087 0.542 0.157 0.316
H 6.366683 -4.571671 1.657359 -0.383 -0.031 -0.793
H 6.925875 -2.895283 1.608713 0.047 0.164 -0.268
H 8.069981 -3.265842 3.692895 0.056 0.404 -0.143
H 7.882262 -4.902692 3.738146 -0.585 -0.795 -0.312
H 4.752754 -5.114019 3.341581 0.192 0.334 -0.388
H 4.455107 -4.390957 4.906259 0.082 0.025 -0.008
H 5.648289 -5.673426 4.719328 0.487 0.104 0.162
C -0.309605 -1.054570 4.583319 0.137 0.143 -2.076
O -1.391537 -1.627498 5.262136 0.029 0.017 0.068
C -2.083930 -2.613233 4.488288 -0.145 -0.166 1.209
C -3.122572 -3.201098 5.438220 -0.227 -0.246 0.623
O -2.478459 -3.814188 6.531022 0.381 -1.495 1.171
C -3.345816 -4.336165 7.570680 -0.197 1.261 -0.305
H 0.441304 -1.770268 4.248637 0.155 -0.443 0.420
H 0.224362 -0.197622 4.993951 -0.507 -0.310 1.164
H -0.660396 -0.643641 3.636644 -0.281 0.144 -0.391
H -1.418836 -3.400304 4.132932 0.314 -0.059 0.113
H -2.591326 -2.214345 3.609924 -0.025 0.429 -0.072
H -3.765493 -3.960544 4.993262 -0.076 0.088 -0.658
H -3.764741 -2.408966 5.823262 -0.147 0.353 -0.132
H -3.578180 -3.496248 8.225385 -0.362 0.154 0.057
H -2.958184 -5.092604 8.253055 1.054 -0.034 -0.658
H -4.281422 -4.771763 7.219974 -0.094 0.165 -0.546
C -5.088286 3.364109 2.975007 -0.301 -0.222 -1.193
O -6.282581 4.080154 3.090864 0.051 1.378 1.313
C -7.197946 3.869938 2.055303 -0.762 0.152 1.163
C -8.374447 4.883595 2.111731 1.205 -1.461 0.607
O -9.120105 4.851426 3.365898 0.603 1.397 -1.043
C -9.654926 3.653534 3.859134 -0.217 -1.150 -1.553
H -4.587104 3.762410 2.092805 0.551 -0.217 -0.167
H -5.348332 2.324026 2.778247 0.366 -0.394 0.096
H -4.415879 3.440553 3.829484 -0.507 0.226 0.172
H -7.610475 2.882655 2.263119 -0.187 -0.443 -0.703
H -6.718911 3.924153 1.077711 0.002 -0.075 -0.263
H -8.883844 4.642779 1.178653 -1.173 -0.212 0.275
H -7.959409 5.868239 1.896521 -0.276 0.283 0.910
H -8.950083 3.029070 4.408073 0.181 0.274 0.276
H -9.996611 3.047119 3.020318 0.104 -0.366 -0.345
H -10.594623 3.761732 4.400752 0.361 0.815 0.433
C 10.953057 2.638754 -7.848856 1.103 -0.456 1.378
O 10.943489 1.279709 -8.110840 -1.421 -3.039 -0.305
C 11.192743 0.387255 -6.992262 -0.095 -0.009 -0.718
C 10.332962 -0.949185 -7.017775 -0.703 3.114 0.226
O 8.968655 -0.562839 -7.015372 -0.822 1.068 -0.499
C 7.967779 -1.559319 -7.027635 1.424 -1.716 0.776
H 12.000334 2.703233 -7.553661 0.350 1.918 -0.321
H 10.387477 2.907901 -6.956787 -0.479 0.006 0.068
H 10.583436 3.206864 -8.702513 0.481 -0.132 -0.003
H 11.205900 0.989321 -6.083720 -0.681 -0.278 0.335
H 12.204661 -0.011453 -7.064010 0.437 0.158 -0.220
H 10.502728 -1.455049 -6.067306 0.636 -0.666 -0.328
H 10.660124 -1.384563 -7.961966 -0.284 -0.873 0.191
H 8.152801 -2.274321 -7.829283 -0.350 0.161 -0.546
H 6.916989 -1.278448 -6.956646 0.413 0.975 -0.482
H 8.109608 -2.178420 -6.141804 -0.015 -0.223 0.457
C 0.230083 -11.331995 0.286978 -0.379 1.695 -1.014
O 0.117568 -9.846838 0.416114 0.813 -1.357 -0.519
C 1.194298 -9.211723 -0.302125 0.020 1.302 -0.504
C 0.929725 -7.672533 -0.538311 -2.172 -0.775 0.767
O -0.278116 -7.464873 -1.356253 1.286 -1.037 1.051
C -0.202218 -6.299645 -2.099563 0.237 0.792 -0.829
H -0.468654 -11.887554 0.912448 0.315 0.644 0.700
H 1.270648 -11.644365 0.375007 -0.077 -0.081 0.367
H -0.122464 -11.596508 -0.709942 0.269 0.097 -0.364
H 1.436105 -9.659699 -1.265944 -0.573 -0.391 -0.219
H 2.128758 -9.291474 0.253325 0.111 0.042 0.416
H 1.719845 -7.000326 -0.872893 0.535 -0.829 -0.564
H 0.723707 -7.280675 0.457737 -0.350 0.122 0.250
H -1.079010 -6.187182 -2.737306 -0.202 -0.196 0.270
H 0.646480 -6.306522 -2.783487 0.320 -0.112 -0.155
H -0.090115 -5.390907 -1.508197 -0.151 0.100 0.349
```
Forces are in eV/Å.

Values from the calculation:
total charge = 0

---

2.
The following is a quantum chemistry calculation of a structure of composition C28H71B4Cl2N4O13P in a non-equilibrium geometry, from the Open Molecules 2025 dataset.

```
123
Properties=species:S:1:pos:R:3:forces:R:3
C -1.998004 2.945422 5.751228 -0.094 0.062 -0.095
C -2.128749 3.032793 4.220629 -0.093 0.186 0.203
C -0.897802 2.515055 3.475191 -0.094 -0.071 -0.070
Cl -0.360627 3.661866 2.190786 0.124 0.156 -0.112
B -1.076407 1.127896 2.765778 -0.261 -0.012 -0.739
O -2.241085 0.391079 2.886594 0.342 0.046 0.983
B -1.954425 -0.949073 3.156296 -0.489 -0.171 -0.630
B -2.414115 -1.663225 4.654095 0.089 -0.196 -0.043
C -3.183973 -3.007862 4.840460 -0.487 0.282 0.073
O -1.991189 -0.943434 5.758904 0.079 0.531 -0.799
O -1.128257 -1.558658 2.211971 0.662 -0.229 0.864
B 0.042227 -0.830535 2.115411 -0.427 -0.005 -0.918
P 1.760067 -1.763715 2.063934 0.254 0.106 -0.627
O 1.206463 -3.181917 2.665639 -0.354 -0.081 0.143
Cl 2.548013 -0.902155 3.778831 -0.065 0.250 0.248
O -0.034192 0.536651 2.045535 0.495 0.108 0.895
H -2.951041 2.666760 6.200537 0.001 -0.056 0.042
H -1.243139 2.220894 6.056193 -0.044 -0.056 0.027
H -1.725232 3.911871 6.173453 0.166 -0.023 0.017
H -3.014130 2.483576 3.905392 0.021 -0.067 -0.118
H -2.297494 4.070711 3.938154 0.005 0.008 -0.025
H -0.051995 2.438064 4.160882 0.002 0.134 -0.018
H -3.715901 -3.019728 5.795750 -0.007 -0.134 0.014
H -2.467561 -3.833918 4.856972 0.100 0.012 -0.055
H -3.897203 -3.203090 4.038560 0.012 -0.121 -0.014
H -2.705360 -0.679167 6.333460 -0.153 -0.311 0.743
H 1.834203 -3.563274 3.281087 0.238 -0.315 0.047
C 4.502890 5.380493 2.133179 0.000 0.027 0.089
O 5.003348 5.260567 3.452120 -0.037 -0.038 -0.030
C 4.996854 6.461985 4.208159 0.097 0.040 0.012
C 4.019997 6.357359 5.357133 -0.101 -0.062 0.005
N 2.652620 6.322239 4.861872 0.037 -0.118 0.022
C 1.640992 6.007504 5.860277 -0.036 0.094 -0.066
C 1.677732 4.621129 6.490083 -0.038 0.040 0.109
O 1.408067 3.581500 5.569769 0.000 -0.069 -0.020
C 2.532551 3.047788 4.892480 -0.066 -0.093 -0.069
H 4.645068 4.425380 1.636526 0.016 -0.025 -0.002
H 3.435175 5.629931 2.121924 0.017 0.044 -0.025
H 5.045321 6.150021 1.573775 -0.013 0.009 -0.022
H 4.745816 7.316047 3.571920 -0.040 0.006 0.003
H 6.004258 6.616325 4.606158 0.002 -0.007 -0.028
H 4.136440 7.226211 6.012422 0.003 0.000 0.010
H 4.292874 5.463243 5.937137 0.026 0.040 0.036
H 2.593806 5.639494 4.116888 -0.033 0.030 -0.046
H 0.664363 6.124456 5.383574 -0.014 0.009 0.022
H 1.696175 6.752286 6.661565 0.023 0.002 0.005
H 0.884654 4.579868 7.241824 -0.011 -0.043 -0.001
H 2.622292 4.422972 7.011422 0.026 0.034 -0.060
H 3.422673 3.061345 5.526850 0.023 0.006 -0.014
H 2.748280 3.577878 3.961470 0.062 0.050 0.039
H 2.299260 2.013745 4.635492 0.014 -0.011 0.033
C 9.229194 3.411741 -3.812436 0.029 0.034 -0.022
O 8.366944 4.513119 -4.004354 -0.032 -0.055 0.077
C 7.393760 4.331737 -5.024845 0.034 0.057 -0.121
C 6.000637 4.307060 -4.441177 -0.035 -0.031 0.123
N 5.793146 3.110465 -3.639931 0.058 0.107 0.061
C 4.546631 3.088540 -2.884694 0.034 -0.124 -0.054
C 4.360880 4.126195 -1.786313 -0.157 0.058 0.028
O 5.242862 3.969353 -0.690429 0.081 -0.032 -0.061
C 6.498914 4.608219 -0.811034 -0.022 -0.011 0.101
H 9.974492 3.712766 -3.078756 0.000 0.000 0.012
H 8.699276 2.528960 -3.437124 -0.007 -0.005 -0.035
H 9.740670 3.139617 -4.741270 0.009 -0.012 0.000
H 7.590579 3.410082 -5.580200 -0.031 -0.029 0.014
H 7.474416 5.172755 -5.719337 0.033 -0.008 0.003
H 5.274078 4.313944 -5.259348 -0.020 0.008 0.006
H 5.866154 5.236674 -3.868884 -0.021 0.024 -0.060
H 6.568343 3.012172 -2.996558 0.003 -0.034 0.002
H 4.455719 2.101933 -2.424343 -0.018 -0.002 -0.006
H 3.715720 3.187037 -3.590914 -0.005 0.012 -0.009
H 3.353685 3.996731 -1.381144 0.011 0.013 0.020
H 4.420669 5.152308 -2.170082 0.062 -0.021 -0.034
H 6.429435 5.518580 -1.413192 0.017 0.003 -0.019
H 7.258796 3.954296 -1.248107 -0.011 0.024 -0.061
H 6.827163 4.875668 0.193987 -0.006 0.004 0.003
C -8.106736 -3.045209 -2.524207 -0.001 -0.042 -0.029
O -6.928472 -3.733671 -2.160685 -0.031 0.073 0.077
C -5.728309 -3.153197 -2.655106 0.053 -0.103 -0.114
C -4.874239 -2.636975 -1.521384 -0.040 0.044 0.115
N -5.491139 -1.483427 -0.884924 -0.027 -0.122 0.036
C -4.830497 -1.035932 0.334610 -0.075 0.108 -0.080
C -4.833054 -1.981755 1.526886 0.159 0.013 0.051
O -6.106734 -2.203474 2.096059 -0.060 -0.015 -0.022
C -6.858418 -3.259690 1.529268 -0.007 -0.005 0.065
H -8.946775 -3.637355 -2.166361 -0.005 0.000 0.010
H -8.160042 -2.046926 -2.075208 0.019 0.008 -0.028
H -8.187875 -2.941284 -3.610783 -0.011 0.008 -0.006
H -5.952373 -2.353292 -3.366553 0.001 0.053 0.041
H -5.176533 -3.933193 -3.186391 -0.039 -0.001 -0.031
H -3.898334 -2.340480 -1.918559 0.015 0.000 0.018
H -4.710944 -3.473553 -0.825200 0.063 -0.017 -0.050
H -6.456251 -1.705346 -0.674919 -0.014 0.031 -0.001
H -5.308771 -0.105803 0.650469 0.022 0.010 0.003
H -3.789994 -0.792035 0.095644 0.012 -0.013 -0.002
H -4.241290 -1.503982 2.312027 -0.016 0.008 0.034
H -4.346046 -2.938881 1.299679 -0.041 -0.001 -0.048
H -6.209102 -4.057059 1.156394 -0.004 -0.010 -0.018
H -7.500192 -2.920837 0.711023 0.037 -0.014 -0.036
H -7.496220 -3.664973 2.314227 -0.001 0.001 0.005
C -3.043933 -5.967744 -2.957070 0.042 -0.012 0.026
O -2.441016 -7.137966 -3.464750 0.008 0.061 -0.033
C -3.325701 -7.992885 -4.178244 -0.048 -0.106 0.067
C -2.944973 -8.061461 -5.638523 0.067 0.089 -0.071
N -3.188706 -6.788215 -6.299626 0.115 -0.007 0.066
C -2.679473 -6.698627 -7.662609 -0.127 0.061 0.010
C -1.171781 -6.766479 -7.865640 0.042 -0.091 -0.106
O -0.469998 -5.661583 -7.331755 -0.017 0.053 0.049
C -0.082480 -5.771507 -5.976627 0.054 0.027 -0.036
H -2.294787 -5.452205 -2.358266 0.010 0.000 0.001
H -3.375044 -5.297226 -3.758874 -0.042 -0.014 0.013
H -3.903157 -6.202601 -2.319794 -0.018 0.018 -0.008
H -4.358406 -7.648639 -4.069707 -0.011 0.017 -0.037
H -3.251431 -8.992917 -3.741985 0.001 0.018 0.028
H -3.549030 -8.833026 -6.125529 0.009 -0.007 -0.019
H -1.893342 -8.378836 -5.691618 -0.027 -0.062 0.002
H -2.772074 -6.050467 -5.745797 -0.013 0.023 -0.008
H -3.025662 -5.751459 -8.083081 -0.008 -0.009 -0.015
H -3.141182 -7.496184 -8.254105 0.004 -0.015 0.001
H -0.984964 -6.749755 -8.942469 0.021 0.003 0.006
H -0.746017 -7.702306 -7.482123 -0.033 0.015 0.052
H 0.119521 -6.810560 -5.700870 -0.007 -0.007 0.020
H -0.836116 -5.369904 -5.292578 -0.019 -0.050 0.009
H 0.831328 -5.191723 -5.849625 0.004 0.002 -0.003
```
Forces are in eV/Å.

Values from the calculation:
total charge = 0

---

HOMO level, respectively: -8.90, -8.55 eV.
DFT total energy, respectively: -4113.36850, -3667.86915 a.u..